Below is a cluster of 2 separate species, C2H8NO3P in total, with properties calculated with ωB97M-V/def2-TZVPD.

```
! wB97M-V def2-TZVPD RIJCOSX def2/J DEFGRID3
* xyz 0 1
C -1.515 -0.418 -0.832
C 2.187 -0.602 0.237
N 0.291 0.771 1.559
O 0.169 2.496 -0.704
O -2.244 -0.985 0.192
O 1.627 0.494 -0.521
P 0.506 1.346 0.131
H -2.059 -0.124 -1.711
H -0.815 -1.172 -1.110
H -1.101 0.594 -0.493
H 1.295 -0.895 0.721
H 3.070 -0.416 0.885
H 2.328 -1.396 -0.408
H -0.523 1.190 1.895
H -3.217 -0.883 0.158
*
```

Computed properties:
- Energy relative to the best compared isomer or geometry (same formula, charge and spin): 200.2 kJ/mol
- Lowest unoccupied orbital energy: 0.54 eV
- Molecular weight: 125.1 g mol⁻¹
- Energy: -19123.9329 eV